ORCA calculation (ωB97M-V/def2-TZVPD) on C39H32BrCl4N5O2RhS2 as an isolated structure at a distorted geometry.

Geometry as XYZ:
```
86
Properties=species:S:1:pos:R:3:forces:R:3:lowdin_charge:R:1
Rh 0.192 0.056 0.205 -0.28 0.00 -2.18 0.718
Cl -2.025 -2.199 0.393 -0.17 -0.16 -0.07 0.589
C -1.501 -0.606 0.931 0.16 -0.32 0.78 -0.755
H -1.443 -0.647 2.013 -0.36 -0.07 0.05 -0.018
H -2.212 0.146 0.584 -0.22 -0.09 0.02 0.036
N 10.548 0.255 -2.611 -0.11 0.02 0.01 0.175
C 9.420 0.427 -2.483 -0.14 0.03 0.04 -0.168
C 7.999 0.640 -2.323 0.25 -0.07 -0.04 -0.219
C 7.237 -0.260 -1.586 -0.02 -0.04 0.05 -0.006
C 5.874 -0.069 -1.449 0.05 -0.10 0.00 0.000
C 5.270 1.030 -2.043 -0.26 0.04 0.01 -0.168
C 6.025 1.936 -2.773 0.09 0.06 0.00 0.003
C 7.388 1.739 -2.915 -0.03 0.09 -0.04 -0.005
N 3.858 1.230 -1.911 0.17 0.03 -0.01 0.006
C 3.069 2.088 -2.652 0.06 -0.08 -0.01 -0.027
C 1.805 1.938 -2.187 -0.21 -0.23 0.00 -0.115
N 1.793 0.997 -1.176 0.31 0.31 0.40 -0.020
C 3.036 0.609 -1.029 0.03 -0.04 -0.06 -0.173
H 7.714 -1.114 -1.123 -0.01 0.01 -0.02 0.129
H 5.298 -0.791 -0.887 0.00 0.01 -0.02 0.113
H 5.570 2.805 -3.223 0.00 0.00 0.01 0.111
H 7.981 2.445 -3.480 -0.02 -0.02 0.00 0.130
H 3.454 2.698 -3.449 0.00 -0.03 0.01 0.120
H 0.904 2.407 -2.550 0.06 -0.01 0.06 0.113
H 3.365 -0.111 -0.298 0.01 0.07 0.02 0.085
Br 1.578 -0.883 1.901 -0.23 0.11 -0.03 0.247
O 0.467 -1.437 -1.253 0.46 -0.19 -0.19 -0.684
S -0.137 -2.482 -2.173 -0.32 0.13 0.22 1.038
C 0.115 -4.046 -1.370 0.11 -0.06 0.09 -0.418
C 1.065 -4.151 -0.366 0.00 -0.07 -0.03 -0.074
C 1.234 -5.380 0.253 -0.01 0.00 0.01 -0.053
C 0.463 -6.470 -0.133 0.02 0.01 0.01 -0.060
C -0.490 -6.341 -1.134 -0.01 0.01 0.00 -0.062
C -0.679 -5.115 -1.756 0.01 -0.01 -0.01 -0.082
C 1.058 -2.616 -3.487 0.08 0.04 -0.01 -0.366
C 2.329 -2.088 -3.332 0.04 -0.06 -0.07 -0.063
C 3.235 -2.209 -4.377 0.01 0.02 0.03 -0.060
C 2.863 -2.848 -5.553 -0.02 -0.01 0.01 -0.062
C 1.582 -3.367 -5.693 0.01 0.00 0.00 -0.060
C 0.666 -3.247 -4.659 -0.02 0.00 0.00 -0.074
H 1.638 -3.283 -0.061 -0.04 -0.03 -0.01 0.075
H 1.964 -5.485 1.045 -0.02 0.00 -0.02 0.113
H 0.599 -7.426 0.357 0.00 0.02 -0.01 0.111
H -1.099 -7.189 -1.419 0.01 0.02 0.00 0.113
H -1.438 -4.996 -2.522 0.02 0.01 0.04 0.114
H 2.591 -1.597 -2.406 0.00 0.02 0.01 0.087
H 4.235 -1.806 -4.271 -0.03 -0.01 -0.01 0.106
H 3.573 -2.940 -6.365 -0.01 0.00 0.02 0.112
H 1.293 -3.858 -6.613 0.01 0.01 0.02 0.114
H -0.338 -3.641 -4.768 0.03 0.03 0.01 0.114
Cl 5.443 5.165 6.117 -0.02 -0.02 0.00 0.703
C 3.840 4.548 5.901 0.08 0.04 0.00 -0.662
C 3.414 4.173 4.639 -0.03 -0.01 -0.02 -0.092
C 2.129 3.680 4.489 0.00 -0.01 -0.06 -0.028
C 1.254 3.544 5.566 0.03 0.00 -0.08 -0.193
C -0.138 2.982 5.395 0.10 -0.12 0.08 -0.278
C -0.929 3.546 4.217 -0.12 0.08 -0.25 -0.030
N -0.568 3.046 2.882 0.24 0.16 0.13 -0.034
C -0.102 3.826 1.844 -0.18 0.06 0.14 -0.041
C 0.126 2.993 0.802 -0.18 -0.18 -0.09 -0.080
N -0.223 1.709 1.184 0.74 0.51 1.13 -0.119
C -0.605 1.779 2.457 -0.21 0.22 -0.24 -0.134
O -0.239 1.560 5.357 0.04 -0.08 -0.13 -0.119
C 0.945 0.770 5.214 0.00 0.12 0.17 -0.175
C 1.828 0.758 6.429 0.21 -0.04 -0.18 -0.326
C 1.428 0.456 7.694 -0.21 -0.06 0.04 -0.993
Cl -0.157 0.038 8.207 0.09 0.03 -0.06 0.679
S 2.704 0.509 8.827 0.07 -0.02 0.20 1.010
C 3.829 0.926 7.609 0.05 0.01 -0.05 -0.397
C 3.235 1.022 6.392 -0.10 -0.03 -0.06 -0.149
C 1.730 3.928 6.821 -0.07 0.02 0.07 -0.565
Cl 0.749 3.763 8.244 0.00 0.04 -0.07 0.770
C 3.008 4.432 6.998 -0.02 0.03 0.02 -0.121
H 4.080 4.262 3.792 -0.02 0.01 0.02 0.111
H 1.814 3.373 3.499 0.03 0.01 0.05 0.107
H -0.721 3.291 6.262 0.02 0.05 0.09 0.117
H -0.812 4.628 4.185 -0.05 0.03 0.01 0.142
H -1.983 3.327 4.382 -0.03 -0.06 -0.03 0.143
H -0.001 4.894 1.935 0.02 -0.07 0.01 0.136
H 0.479 3.227 -0.186 0.05 -0.06 0.04 0.094
H -0.937 0.960 3.070 0.11 0.05 0.03 0.130
H 1.531 1.083 4.347 0.01 -0.01 -0.02 0.084
H 0.573 -0.232 5.003 -0.05 -0.03 0.02 0.123
H 4.867 1.084 7.861 -0.06 -0.01 -0.02 0.075
H 3.765 1.288 5.485 -0.04 -0.03 0.06 0.118
H 3.348 4.718 7.983 -0.01 -0.01 -0.02 0.114
```
Positions in Å, forces in eV/Å.

The max |F| comes out at 2.20 eV Å⁻¹. For the relative energy (zero: lowest compared OMol25 entry of this formula, charge and spin), the calculation gives 33.3 kcal per mole. The total charge is +1. The value obtained for the LUMO energy is -3.914 eV. As for the total energy: -197313.2059 eV. The HOMO energy is -10.542 eV.